one:
Density functional theory data (ωB97M-V/def2-TZVPD) for the molecule C3H4ClFS.

Each line ends with the Löwdin charge.
Positions of all 10 atoms, in Å:
C1 0.983 0.305 0.434  -0.572
S1 1.810 -1.108 -0.362  0.668
H1 1.085 0.183 1.528  0.077
H2 1.647 1.177 0.275  0.067
C2 -1.460 -0.218 -0.200  -0.639
F1 -2.704 0.118 -0.464  0.035
C3 -0.450 0.634 0.024  -0.154
H3 1.273 -0.652 -1.482  -0.139
Cl1 -1.382 -2.032 0.143  0.574
H4 -0.802 1.592 0.104  0.082

Summary:
- lowest unoccupied orbital energy (eV) = 0.73
- E_HOMO (eV) = -9.104
- frontier orbital gap (eV) = 9.83
- M (g mol⁻¹) = 126.583
- net charge = 0
- structure (SMILES) = F/C(Cl)=C/CS

---

two:
Density functional theory data (ωB97M-V/def2-TZVPD) for the molecule C3H4ClFS.

Each line ends with the Löwdin charge.
Positions of all 10 atoms, in Å:
H1 -0.318 -3.330 -1.578  -0.001
C1 -0.272 -2.766 -0.693  -0.425
F1 0.088 0.731 2.244  -0.068
C2 -0.031 0.722 0.799  -0.773
C3 -0.021 -0.444 0.226  -0.631
Cl1 0.121 2.151 -0.095  0.724
H2 -1.328 -2.745 -0.331  0.047
S1 0.007 -1.115 -1.251  0.879
H3 0.151 -1.242 1.053  0.113
H4 0.486 -3.062 0.282  0.135

Summary:
- lowest unoccupied orbital energy (eV) = 0.73
- E_HOMO (eV) = -8.417
- frontier orbital gap (eV) = 9.15
- M (g mol⁻¹) = 126.583
- net charge = 0
- structure (SMILES) = CS/C=C(/F)Cl

---

three:
Density functional theory data (ωB97M-V/def2-TZVPD) for the molecule C3H4ClFS.

Each line ends with the Löwdin charge.
Positions of all 10 atoms, in Å:
C1 -1.544 -0.067 -0.197  -0.828
Cl1 -3.261 -0.385 0.016  0.651
C2 -0.686 -1.133 -0.156  -0.466
H1 -1.124 -2.148 -0.013  0.074
H2 2.582 0.680 -0.152  0.031
H3 1.467 0.818 1.301  0.046
C3 1.542 0.660 0.213  -0.428
F1 -1.089 1.124 -0.397  0.035
S1 1.070 -1.010 -0.205  0.829
H4 1.041 1.461 -0.410  0.056

Summary:
- lowest unoccupied orbital energy (eV) = 0.83
- E_HOMO (eV) = -8.251
- frontier orbital gap (eV) = 9.08
- M (g mol⁻¹) = 126.583
- net charge = 0
- structure (SMILES) = CS/C=C(\F)Cl

---

four:
Density functional theory data (ωB97M-V/def2-TZVPD) for a structure of composition C3H4ClFS.

Each line ends with the Löwdin charge.
Positions of all 10 atoms, in Å:
C1 0.321 0.125 -1.409  -0.994
H1 0.380 -1.526 0.356  0.196
H2 0.066 -0.894 2.704  0.140
S1 -0.421 1.228 1.130  0.680
H3 -1.900 -0.865 1.045  0.106
Cl1 0.936 0.217 -2.895  0.816
H4 1.438 1.854 -0.505  0.106
C2 0.537 1.083 -0.453  -0.435
F1 -0.798 -0.591 -1.213  -0.082
C3 -0.558 -0.631 1.242  -0.534

Summary:
- lowest unoccupied orbital energy (eV) = 0.15
- E_HOMO (eV) = -8.475
- frontier orbital gap (eV) = 8.62
- M (g mol⁻¹) = 126.583
- net charge = 0

---

Tell me which of them is the least stable. Sure, it is four.

---

one:
Density functional theory data (ωB97M-V/def2-TZVPD) for a cluster of 3 separate species, C6H16N2O in total.

Each line ends with the Löwdin charge.
Positions of all 25 atoms, in Å:
C1 1.598 -0.059 -1.325  -0.058
H1 2.474 2.064 0.479  0.091
H2 -0.779 -2.839 -0.620  0.083
N1 -1.630 1.359 1.088  0.064
H3 -0.389 -0.282 0.456  0.055
H4 1.029 2.491 -0.461  0.089
C2 -1.670 0.489 -1.185  -0.070
O1 1.650 -0.471 1.024  -0.035
H5 0.465 -2.572 0.479  0.072
H6 0.869 2.160 1.251  0.071
C3 -1.176 0.517 0.233  -0.469
H7 -2.762 0.487 -1.195  0.080
C4 -1.264 -1.612 0.943  -0.141
N2 -0.534 -2.624 0.335  0.016
H8 1.382 -1.118 -1.466  0.070
H9 -2.322 -1.600 0.710  0.088
H10 1.654 -0.017 1.874  0.101
H11 -1.303 -0.387 -1.722  0.068
H12 -1.337 1.381 -1.719  0.080
H13 -1.252 1.230 2.024  0.032
C5 1.166 0.418 0.029  -0.472
C6 1.402 1.856 0.343  -0.066
H14 1.088 0.501 -2.109  0.077
H15 -1.043 -1.453 1.993  0.086
H16 2.682 0.080 -1.462  0.088

Summary:
- lowest unoccupied orbital energy (alpha / beta) (eV) = 0.67 / 0.70
- E_HOMO (alpha / beta) (eV) = -6.148 / -6.472
- frontier orbital gap (alpha / beta) (eV) = 6.82 / 7.17
- M (g mol⁻¹) = 132.207
- net charge = 0

---

two:
Density functional theory data (ωB97M-V/def2-TZVPD) for a cluster of 2 separate species, C6H16N2O in total.

Each line ends with the Löwdin charge.
Positions of all 25 atoms, in Å:
H1 -2.475 0.757 2.452  0.074
C1 -2.375 0.285 -0.278  -0.090
H2 0.616 -1.516 -0.571  0.168
C2 -0.452 1.901 -0.133  -0.100
C3 -1.898 1.494 1.891  -0.091
H3 -1.071 2.745 -0.445  0.083
H4 3.659 -2.276 -0.327  0.091
H5 -2.965 -0.464 0.254  0.076
H6 -1.934 -0.188 -1.155  0.048
H7 2.263 -3.336 -0.681  0.094
H8 -3.055 1.071 -0.617  0.080
H9 1.642 0.472 0.245  0.063
H10 -0.021 1.466 -1.037  0.060
H11 0.352 2.305 0.491  0.074
H12 -2.568 2.316 1.628  0.079
H13 2.539 -2.739 0.978  0.089
H14 2.399 -0.773 -2.564  0.089
N1 0.284 -1.207 -2.179  0.020
C4 1.477 -1.021 -2.054  -0.283
C5 2.620 -2.500 -0.082  -0.051
H15 -1.123 1.890 2.550  0.074
N2 1.786 -1.338 -0.399  -0.231
C6 -1.293 0.873 0.630  -0.500
H16 -0.635 0.052 0.945  0.109
O1 2.228 -0.270 0.458  -0.027

Summary:
- lowest unoccupied orbital energy (eV) = 0.82
- E_HOMO (eV) = -8.538
- frontier orbital gap (eV) = 9.36
- M (g mol⁻¹) = 132.207
- net charge = 0

---

Tell me which of them is the least stable. Sure, it is one.

---

one:
Density functional theory data (ωB97M-V/def2-TZVPD) for a cluster of 3 separate species, C6H16N2O in total.

Each line ends with the Löwdin charge.
Positions of all 25 atoms, in Å:
C1 -1.278 -1.031 -0.259  -0.114
H1 -0.723 1.535 -1.475  0.098
H2 -1.070 2.147 0.692  0.072
H3 -1.465 0.942 1.851  0.071
C2 -1.043 1.112 0.891  -0.057
H4 -1.339 -3.111 0.659  0.091
H5 4.366 0.082 0.643  0.027
C3 -1.789 1.121 -1.435  -0.062
N1 3.657 0.794 0.897  0.003
C4 1.572 -0.022 -1.372  0.027
C5 -1.893 0.322 -0.120  -0.368
H6 -1.421 -1.561 -1.319  0.159
H7 -0.051 0.793 0.917  0.046
H8 3.820 0.890 1.923  0.027
H9 -2.880 0.350 0.254  0.129
O1 1.360 -1.425 0.385  -0.197
H10 2.567 0.103 -1.220  0.020
C6 -1.156 -2.033 0.783  -0.101
H11 -1.354 -1.615 1.798  0.095
H12 -2.326 1.972 -1.446  0.035
H13 -2.157 0.651 -2.264  0.047
H14 0.027 -1.996 1.055  0.109
N2 0.818 -0.783 -0.609  -0.173
H15 2.788 0.321 0.950  -0.057
H16 0.969 0.445 -2.176  0.073

Summary:
- lowest unoccupied orbital energy (eV) = 0.64
- E_HOMO (eV) = -8.794
- frontier orbital gap (eV) = 9.44
- M (g mol⁻¹) = 132.207
- net charge = 0

---

two:
Density functional theory data (ωB97M-V/def2-TZVPD) for a cluster of 2 separate species, C6H16N2O in total.

Each line ends with the Löwdin charge.
Positions of all 25 atoms, in Å:
H1 -1.356 0.633 2.041  0.075
H2 -2.604 1.357 1.003  0.083
C1 1.871 -0.295 1.648  -0.178
H3 1.444 -0.675 2.581  0.088
C2 2.189 -0.886 -0.735  -0.013
H4 -1.635 -0.253 -2.598  0.086
H5 -2.907 -0.790 -0.252  0.087
N1 -0.919 -0.137 -0.619  -0.194
H6 -0.082 0.630 -2.350  0.070
O1 1.491 -1.195 0.653  -0.268
H7 3.222 -1.091 -0.446  0.068
C3 -1.867 -1.103 -0.098  -0.072
H8 1.956 -1.570 -1.548  0.069
N2 0.114 1.894 -0.499  0.103
H9 1.587 0.734 1.382  0.068
C4 -1.542 1.360 1.254  -0.019
H10 0.222 2.747 0.040  0.043
H11 2.132 0.178 -0.959  0.065
H12 2.967 -0.280 1.782  0.079
H13 -0.169 -1.158 -2.248  0.071
C5 -0.690 -0.218 -2.049  -0.076
H14 -1.702 -1.256 0.966  0.080
C6 -0.708 1.073 0.027  -0.481
H15 -1.313 2.354 1.632  0.076
H16 -1.702 -2.052 -0.609  0.089

Summary:
- lowest unoccupied orbital energy (eV) = 0.96
- E_HOMO (eV) = -8.130
- frontier orbital gap (eV) = 9.09
- M (g mol⁻¹) = 132.207
- net charge = 0
- structure (SMILES) = [H]/N=C(\C)N(C)C.COC

---

Tell me which of them is the least stable. Sure, it is one.

---

one:
Density functional theory data (ωB97M-V/def2-TZVPD) for a cluster of 3 separate species, C6H16N2O in total.

Each line ends with the Löwdin charge.
Positions of all 25 atoms, in Å:
H1 -1.763 -2.628 1.150  0.067
H2 -2.450 1.522 -1.078  0.063
H3 -0.307 1.058 -2.289  0.060
C1 2.258 1.204 1.060  -0.097
H4 0.804 2.680 1.406  0.051
H5 2.809 1.749 0.308  0.054
C2 1.191 1.703 1.650  -0.074
H6 0.513 2.259 -1.288  0.046
C3 0.229 -1.788 -0.147  -0.467
H7 -1.191 0.989 0.044  0.018
N1 -0.456 -1.142 0.704  -0.021
H8 0.723 -3.418 -1.407  0.081
H9 0.650 1.148 2.399  0.052
C4 0.134 -3.243 -0.510  -0.002
N2 -1.375 -1.760 1.516  0.006
H10 1.189 -0.198 -0.519  0.057
O1 1.171 -1.114 -0.839  0.035
H11 2.651 0.234 1.320  0.055
H12 -2.101 -1.099 1.764  0.074
H13 0.518 -3.861 0.300  0.087
C5 -0.444 1.977 -1.722  -0.167
H14 -0.746 2.762 -2.416  0.062
C6 -1.490 1.785 -0.636  -0.175
H15 -1.621 2.704 -0.067  0.061
H16 -0.896 -3.523 -0.703  0.073

Summary:
- lowest unoccupied orbital energy (eV) = 0.97
- E_HOMO (eV) = -8.260
- frontier orbital gap (eV) = 9.23
- M (g mol⁻¹) = 132.207
- net charge = 0
- structure (SMILES) = C/C(O)=N\N.C=C.CC

---

two:
Density functional theory data (ωB97M-V/def2-TZVPD) for a cluster of 3 separate species, C6H16N2O in total.

Each line ends with the Löwdin charge.
Positions of all 25 atoms, in Å:
H1 -4.027 -0.214 -1.088  0.084
H2 2.813 1.778 1.391  0.064
H3 3.745 -0.369 0.315  0.064
H4 -2.657 0.528 -1.931  0.081
N1 1.753 0.346 0.257  -0.242
H5 -2.544 -0.628 0.922  0.123
H6 0.421 -2.150 -0.348  0.076
O1 -2.557 1.359 0.669  -0.014
H7 3.210 0.173 -1.284  0.068
H8 -0.939 -2.317 0.769  0.075
H9 -0.188 -0.128 -1.323  0.093
C1 -2.313 0.112 0.157  -0.291
C2 2.868 -0.321 -0.359  -0.194
H10 -2.624 -1.200 -1.517  0.079
C3 -2.934 -0.210 -1.176  -0.075
H11 0.699 -2.111 1.399  0.086
H12 2.386 2.312 -0.244  0.068
C4 -0.157 -0.313 0.606  -0.329
N2 -0.351 0.440 -0.490  0.103
C5 0.016 -1.807 0.606  -0.062
H13 1.135 2.192 1.010  0.058
C6 2.034 1.710 0.611  -0.203
H14 2.624 -1.357 -0.618  0.052
H15 -2.101 1.999 0.102  0.108
H16 -0.314 0.175 1.563  0.128

Summary:
- lowest unoccupied orbital energy (alpha / beta) (eV) = 0.69 / 0.69
- E_HOMO (alpha / beta) (eV) = -6.310 / -6.316
- frontier orbital gap (alpha / beta) (eV) = 7.00 / 7.00
- M (g mol⁻¹) = 132.207
- net charge = 0

---

Tell me which of them is the least stable. Sure, it is two.